Entry 1:
Below is C30H32MoN3O2PS2Sb as an isolated structure, with properties calculated with the ωB97M-V functional and the def2-TZVPD basis.

As for the multiplicity: 3. The charge is +1. The electronic energy comes out at -79541.902 eV. For the relative energy (zero: lowest compared OMol25 entry of this formula, charge and spin), the calculation gives 0.122 eV.

Structure (XYZ):
```
72
Properties=species:S:1:pos:R:3:forces:R:3
Mo -0.2403 0.6179 1.1913 -0.060 -0.212 -0.322
S -0.1545 1.0513 3.5469 0.064 0.055 0.133
C 1.0816 -0.1772 3.4866 -0.082 -0.143 0.063
S 1.9179 -0.2207 1.9570 0.112 0.037 0.049
C 1.2611 -1.1408 4.4510 0.008 0.104 -0.159
C 0.5213 -1.1513 5.6687 -0.014 -0.004 0.032
N -0.0899 -1.1567 6.6427 -0.001 0.010 -0.012
C 2.0739 -2.2558 4.0996 0.044 0.049 -0.035
N 2.6840 -3.1329 3.6628 -0.136 -0.068 -0.077
C -1.6869 1.7598 -5.0243 0.015 -0.009 -0.011
C -0.3611 1.3528 -5.0673 -0.023 0.007 0.003
C 0.3500 1.1648 -3.8909 -0.019 -0.006 -0.011
C -0.2694 1.3803 -2.6608 0.053 -0.015 -0.076
C -1.5982 1.7955 -2.6270 -0.021 0.022 0.020
C -2.3056 1.9863 -3.8021 0.003 -0.006 0.010
P 0.6439 1.2443 -1.1092 0.009 -0.108 0.199
C 2.1239 0.2653 -1.4447 0.021 0.046 -0.042
C 2.0095 -0.9530 -2.1189 0.021 -0.054 0.044
C 3.1173 -1.7762 -2.2529 -0.010 -0.011 0.017
C 4.3379 -1.4001 -1.7000 0.001 0.011 -0.017
C 4.4518 -0.1928 -1.0276 -0.005 0.012 -0.005
C 3.3486 0.6420 -0.9014 0.012 -0.009 -0.007
C 0.9856 2.8264 -0.3911 -0.046 -0.009 0.011
C 1.5459 4.0136 -0.8490 0.014 0.011 -0.008
C 1.5676 5.0870 0.0215 -0.012 -0.002 0.028
C 1.0334 4.9534 1.3060 0.013 0.007 -0.024
C 0.4832 3.7608 1.7487 -0.005 0.011 -0.022
C 0.4476 2.6530 0.8914 -0.049 0.009 0.057
H -2.2375 1.9050 -5.9442 0.001 0.001 0.004
H 0.1241 1.1841 -6.0193 0.000 0.005 0.001
H 1.3847 0.8503 -3.9349 -0.017 0.042 -0.015
H -2.0751 1.9919 -1.6746 0.006 -0.008 0.015
H -3.3369 2.3126 -3.7665 0.005 0.001 0.001
H 1.0605 -1.2482 -2.5512 0.007 -0.006 0.024
H 3.0349 -2.7017 -2.8103 0.005 -0.003 0.010
H 5.2025 -2.0417 -1.8091 -0.003 0.001 0.002
H 5.4006 0.1056 -0.6022 -0.004 -0.006 -0.001
H 3.4382 1.5798 -0.3664 -0.004 0.002 -0.002
H 1.9432 4.0971 -1.8534 -0.003 0.001 0.004
H 1.9918 6.0328 -0.2880 0.000 -0.004 -0.002
H 1.0551 5.8047 1.9749 0.001 0.000 -0.001
H 0.0956 3.7029 2.7568 0.005 -0.011 -0.002
O -0.2904 -1.2762 0.0839 0.033 -0.118 0.007
C -0.6208 -1.9325 1.1325 -0.042 0.095 0.068
O -1.3346 -1.4206 2.0079 0.126 0.117 -0.020
C -0.0480 -3.3164 1.3706 -0.126 -0.095 -0.083
N 1.3837 -3.3800 0.8978 0.026 0.046 0.214
C 1.5248 -4.5808 0.0113 0.017 -0.006 -0.024
C 0.1425 -4.7053 -0.6045 0.007 -0.005 -0.004
C -0.7741 -4.4268 0.5886 0.015 -0.013 -0.022
H -0.0489 -3.4818 2.4426 -0.051 -0.031 0.075
H 1.9989 -3.4045 1.7301 0.101 0.100 -0.131
H 1.5916 -2.5169 0.3816 0.044 0.055 0.027
H 1.7624 -5.4304 0.6495 0.008 -0.007 -0.011
H 2.3400 -4.4107 -0.6867 -0.002 -0.003 -0.011
H -0.0226 -5.6862 -1.0442 0.005 0.000 0.006
H 0.0091 -3.9523 -1.3840 -0.008 0.008 0.009
H -0.8570 -5.3125 1.2175 -0.015 -0.003 -0.005
H -1.7804 -4.1272 0.3024 0.011 0.016 -0.013
C -4.0963 -0.0411 -0.2636 -0.023 -0.011 -0.024
Sb -2.9737 1.1975 1.0444 -0.009 0.064 0.031
C -3.9306 0.7757 2.8820 -0.013 0.012 0.021
C -3.7110 3.1352 0.5961 -0.030 0.013 -0.012
H -5.1518 0.2177 -0.1972 0.005 0.000 -0.002
H -3.9593 -1.0759 0.0467 -0.001 0.002 0.006
H -3.7543 0.0687 -1.2911 0.010 0.018 0.009
H -4.9988 0.9676 2.7995 0.002 -0.005 -0.001
H -3.5028 1.3934 3.6690 -0.004 0.008 -0.002
H -3.7529 -0.2701 3.1245 0.004 0.000 0.005
H -4.7997 3.1219 0.6001 0.006 0.005 -0.001
H -3.3533 3.4652 -0.3776 -0.007 0.003 0.003
H -3.3536 3.8330 1.3515 0.005 -0.009 0.003
```
Positions in Å, forces in eV/Å.

These are the Mulliken partial charges, in e, on atoms 1 to 6: number 1, Mo, carries -1.742; number 2, S, carries -0.350; number 3, C, carries 0.894; number 4, S, carries -0.468; number 5, C, carries 0.387; number 6, C, carries -0.186



Entry 2:
Below is C32H61BN9O3PPt as an isolated structure, with properties calculated with the ωB97M-V functional and the def2-TZVPD basis.

The charge is +2. The electronic energy comes out at -66931.599 eV. For the relative energy (zero: lowest compared OMol25 entry of this formula, charge and spin), the calculation gives 0.651 eV.

Structure (XYZ):
```
108
Properties=species:S:1:pos:R:3:forces:R:3
Pt -0.1096 0.0744 -0.0985 -1.381 0.196 0.076
C -2.6856 -0.0315 4.5040 0.000 0.002 -0.004
C -1.4535 -0.0523 3.6667 0.026 -0.015 0.030
C -0.1360 -0.1688 4.0616 -0.044 -0.006 -0.027
C 0.6366 -0.1415 2.8975 -0.022 0.019 0.037
N -0.1958 -0.0023 1.8612 0.163 -0.102 -0.001
N -1.4741 0.0431 2.3262 -0.079 0.076 0.086
B -2.6787 0.1608 1.3614 0.017 0.041 -0.081
N -2.5293 1.4978 0.5808 -0.020 -0.198 0.002
N -1.3108 1.8921 0.1218 0.545 0.240 -0.065
C -1.4155 3.1481 -0.3014 -0.089 0.069 0.112
C -2.7412 3.5734 -0.1258 -0.032 -0.060 0.006
C -3.4101 2.5087 0.4457 0.000 0.033 -0.033
C -4.8318 2.4184 0.8860 0.004 0.005 0.011
C -0.2761 3.9949 -0.8211 0.029 -0.049 -0.001
C -0.5757 4.3553 -2.2825 0.030 0.039 0.021
C 1.0717 3.2855 -0.7169 -0.004 0.012 -0.006
C -0.2047 5.2870 0.0046 -0.009 0.009 -0.008
N -2.6615 -1.1224 0.4698 -0.016 0.179 -0.122
N -1.4672 -1.6073 0.0332 0.573 -0.387 -0.117
C -1.6415 -2.8593 -0.3805 -0.087 -0.056 0.066
C -3.0047 -3.1780 -0.2512 -0.052 0.031 -0.085
C -3.6098 -2.0652 0.3038 -0.011 -0.011 0.019
C -5.0288 -1.8753 0.7212 -0.003 -0.010 -0.003
C -0.5294 -3.8188 -0.7540 0.048 0.028 0.016
C -0.6455 -4.2237 -2.2262 -0.053 0.018 0.001
C -0.6896 -5.0736 0.1190 0.022 0.013 0.010
C 0.8535 -3.2231 -0.4940 -0.034 0.051 -0.041
C 2.1385 -0.2410 2.8361 0.012 0.014 0.001
C 2.6577 -0.2260 1.4062 0.001 -0.001 -0.039
C 2.7330 0.9526 3.5974 -0.016 -0.003 0.001
C 2.5666 -1.5505 3.5129 -0.001 0.010 -0.003
H -2.4099 -0.1177 5.5522 -0.008 0.000 0.002
H -3.3485 -0.8596 4.2539 0.000 -0.004 0.000
H -3.2413 0.8962 4.3696 0.001 0.006 -0.002
H 0.2215 -0.2630 5.0722 0.009 0.001 0.004
H -3.6997 0.1876 1.9724 0.005 -0.015 0.023
H -3.1574 4.5420 -0.3451 -0.002 0.006 0.003
H -5.3731 3.3011 0.5536 -0.004 0.000 0.003
H -4.9055 2.3637 1.9724 0.004 -0.001 0.001
H -5.3249 1.5369 0.4773 -0.007 0.002 -0.005
H -0.7582 3.4501 -2.8696 0.033 -0.092 -0.082
H 0.2507 4.9206 -2.7207 -0.006 -0.024 0.004
H -1.4744 4.9665 -2.3628 -0.014 -0.009 -0.001
H 1.0614 2.2950 -1.1780 0.036 -0.053 -0.100
H 1.3604 3.1342 0.3243 -0.021 -0.022 0.015
H 1.8475 3.8945 -1.1882 -0.019 -0.012 0.013
H -1.1422 5.8400 -0.0376 -0.001 0.009 -0.010
H 0.5864 5.9349 -0.3774 0.006 -0.010 0.002
H 0.0093 5.0638 1.0501 -0.003 0.003 0.006
H -3.4817 -4.1190 -0.4674 -0.005 -0.015 0.009
H -5.6221 -2.7279 0.3988 -0.008 0.002 0.001
H -5.4587 -0.9719 0.2889 -0.003 0.004 0.000
H -5.1126 -1.7940 1.8051 0.007 0.001 0.000
H -1.6269 -4.6503 -2.4418 -0.001 0.010 -0.010
H 0.1047 -4.9784 -2.4685 -0.003 -0.010 0.010
H -0.4829 -3.3641 -2.8748 0.040 -0.064 0.015
H -1.6167 -5.6010 -0.1032 -0.014 0.005 -0.001
H -0.6905 -4.8154 1.1786 0.013 -0.004 0.010
H 0.1372 -5.7608 -0.0670 0.002 -0.001 -0.007
H 1.0007 -2.2735 -1.0188 0.003 -0.024 -0.008
H 1.6164 -3.9207 -0.8462 -0.005 -0.020 0.039
H 1.0165 -3.0507 0.5719 -0.015 0.018 -0.004
H 2.3828 0.6943 0.8846 0.010 0.016 -0.026
H 2.2944 -1.0826 0.8319 -0.003 0.020 -0.006
H 3.7481 -0.2806 1.4290 0.010 -0.006 -0.035
H 2.4384 1.8972 3.1359 0.003 -0.001 -0.002
H 3.8222 0.8907 3.5922 0.003 0.000 -0.002
H 2.4014 0.9670 4.6352 0.001 -0.002 0.005
H 2.1475 -2.4150 2.9942 0.000 -0.007 -0.002
H 2.2402 -1.5892 4.5515 -0.002 0.002 0.006
H 3.6544 -1.6349 3.5003 0.003 -0.001 -0.005
O 2.3546 0.1256 -1.7078 0.102 0.170 -0.083
C 3.3997 -0.0894 -2.2880 -0.082 -0.129 -0.194
C 4.7632 0.0158 -1.6798 0.005 -0.023 0.006
C 5.4369 -1.3756 -1.7615 -0.032 0.016 0.015
C 4.4575 -2.5619 -1.6854 -0.006 0.012 -0.012
C 3.8374 -2.9761 -3.0296 -0.019 0.031 0.008
C 2.8242 -1.9997 -3.6196 0.005 0.105 -0.062
N 3.3446 -0.5964 -3.6103 -0.129 0.138 -0.034
H 4.6462 0.3472 -0.6514 -0.009 0.025 0.022
H 5.3569 0.7652 -2.2100 0.007 -0.006 0.001
H 6.1520 -1.4423 -0.9427 0.007 0.010 0.001
H 6.0245 -1.4551 -2.6795 0.007 -0.006 0.007
H 3.6694 -2.3490 -0.9536 0.009 -0.012 0.009
H 4.9988 -3.4252 -1.2984 0.010 -0.005 0.000
H 3.3386 -3.9410 -2.9144 -0.001 -0.016 -0.023
H 4.6438 -3.1356 -3.7523 0.011 -0.003 0.009
H 1.8927 -1.9972 -3.0554 0.014 0.011 0.010
H 2.5879 -2.2640 -4.6498 -0.021 -0.013 0.016
H 4.2708 -0.5975 -4.0292 -0.021 0.016 0.009
N 1.0845 1.5746 -4.1742 0.494 -0.336 0.148
C -0.2282 1.1299 -4.7254 0.006 -0.047 0.030
P -0.9840 -0.0757 -3.5650 -0.128 -0.310 0.110
O -0.5457 -1.4655 -4.1483 0.050 0.149 -0.103
O -0.4968 0.2934 -2.2129 0.520 0.109 0.147
C -2.7999 -0.1483 -3.7080 -0.050 0.062 -0.007
N -3.1574 -1.5553 -3.8828 0.027 -0.014 0.075
H 1.4535 2.3687 -4.6978 0.017 0.030 -0.001
H 1.8201 0.8156 -4.1698 -0.281 0.155 0.041
H 0.9726 1.8515 -3.1896 0.023 -0.030 0.070
H -0.0692 0.6686 -5.6978 -0.015 0.012 -0.011
H -0.8641 2.0066 -4.8428 -0.007 0.015 0.038
H -3.1184 0.4403 -4.5702 -0.031 -0.023 -0.008
H -3.2115 0.3201 -2.8091 0.008 0.026 -0.021
H -3.3386 -2.0034 -2.9894 -0.012 -0.014 0.025
H -1.3816 -1.9930 -4.2971 -0.063 0.010 0.071
H -3.9781 -1.6674 -4.4635 0.024 -0.006 -0.031
```
Positions in Å, forces in eV/Å.

These are the Mulliken partial charges, in e, on atoms 1 to 6: number 1, Pt, carries 3.803; number 2, C, carries -1.401; number 3, C, carries 0.146; number 4, C, carries -0.780; number 5, C, carries -0.369; number 6, N, carries 0.032



Entry 3:
Below is an isolated ion of composition C8H12INP and charge +1, with properties calculated with the ωB97M-V functional and the def2-TZVPD basis.

The charge is +1. The electronic energy comes out at -27362.870 eV.

Structure (XYZ):
```
23
Properties=species:S:1:pos:R:3:forces:R:3
C -1.1342 0.0926 2.9932 0.139 -0.123 -0.062
C -2.1108 0.1092 1.8316 0.061 0.457 0.128
I -3.8949 1.1562 2.4320 -0.001 -0.257 -0.069
C -1.5103 0.8182 0.5905 -0.337 -0.465 0.132
P -1.2419 -0.2857 -0.8286 0.487 0.228 0.098
C 0.4845 -0.2402 -1.3792 -0.484 -0.101 0.289
C 1.4750 -0.5749 -0.4666 0.289 0.021 -0.359
C 2.7886 -0.5317 -0.9243 -0.494 0.033 -0.410
C 2.9923 -0.1581 -2.2462 0.141 0.015 0.206
C 1.9178 0.1753 -3.0657 0.178 -0.230 0.406
N 0.6593 0.1286 -2.6402 0.071 0.064 -0.141
H -0.1555 -0.2557 2.6613 0.128 -0.093 -0.062
H -1.0075 1.0806 3.4188 0.044 0.204 0.047
H -1.4651 -0.5786 3.7767 -0.142 -0.035 0.130
H -2.4004 -0.9083 1.6043 -0.301 -0.114 -0.081
H -0.5498 1.2506 0.8492 0.214 0.128 -0.078
H -2.1522 1.6148 0.2319 -0.028 0.178 -0.093
H -1.5642 -1.5952 -0.4648 -0.092 0.004 0.012
H -2.0763 0.0528 -1.8919 0.065 -0.043 -0.069
H 1.2419 -0.8829 0.5401 -0.046 -0.008 0.171
H 3.6101 -0.8086 -0.2872 0.143 0.007 0.115
H 3.9908 -0.1214 -2.6493 0.132 0.019 -0.063
H 2.1028 0.4624 -4.0857 -0.169 0.112 -0.247
```
Positions in Å, forces in eV/Å.

These are the natural (NBO) partial charges, in e, on atoms 1 to 6: number 1, C, carries -0.638; number 2, C, carries -0.309; number 3, I, carries 0.147; number 4, C, carries -0.754; number 5, P, carries 1.053; number 6, C, carries -0.133



Entry 4:
Below is one molecule with the formula C4H6ClNS, with properties calculated with the ωB97M-V functional and the def2-TZVPD basis.

The charge is 0. The electronic energy comes out at -29091.069 eV. For the relative energy (zero: lowest compared OMol25 entry of this formula, charge and spin), the calculation gives 1.674 eV.

Structure (XYZ):
```
13
Properties=species:S:1:pos:R:3:forces:R:3
C -0.5823 0.2076 -0.9318 0.304 -2.758 -2.195
C -0.0693 -0.8970 -1.5499 -0.721 0.843 0.511
C -0.8199 0.3755 0.5024 0.030 0.383 0.807
C 2.6285 -0.6978 1.6498 -0.769 -0.390 -0.320
H -0.0876 -1.1010 -2.6454 0.038 0.674 1.035
H 0.3367 -1.7088 -0.9180 -0.306 0.713 -0.492
H -0.4911 1.3638 0.8064 -0.200 0.322 0.026
H -1.8910 0.2655 0.7557 0.400 0.133 -0.193
H 2.5444 -0.8781 2.7728 0.281 0.239 -1.370
H 3.6564 -0.6606 1.1513 -1.536 0.043 0.806
N 1.5897 -0.6039 0.8842 1.656 0.220 1.083
S 0.0156 -0.7800 1.5379 0.849 -0.758 0.835
Cl -1.3169 1.4998 -1.8083 -0.026 0.336 -0.532
```
Positions in Å, forces in eV/Å.

These are the natural (NBO) partial charges, in e, on atoms 1 to 6: number 1, C, carries -0.043; number 2, C, carries -0.389; number 3, C, carries -0.619; number 4, C, carries -0.067; number 5, H, carries 0.221; number 6, H, carries 0.224



Max |F| in eV/Å, matching the order above: 0.4; 1.4; 0.6; 3.5